1.
92
Properties=species:S:1:pos:R:3 method="wB97M-V/def2-TZVPD" relative_energy_kj_mol=17.69 energy_ha=-7387.7140 multiplicity=1 orbital_gap_ev=4.8480 total_charge=0
Hf -0.043 1.620 -1.520
S 0.850 5.498 -3.505
As -0.220 3.765 -3.923
S 1.124 1.908 -3.645
S -1.649 3.407 -2.184
S -1.351 3.440 -5.650
S 0.774 -1.096 -2.127
C 1.362 -1.796 -0.762
N 1.328 -3.110 -0.515
C 1.658 -3.666 0.792
C 2.818 -2.928 1.390
N 2.552 -1.492 1.389
C 3.054 -0.736 2.563
C 1.941 -0.530 3.567
C 1.162 0.625 3.542
C 0.108 0.776 4.434
C -0.172 -0.217 5.360
C 0.606 -1.367 5.398
C 1.657 -1.519 4.506
C 2.009 -0.885 0.331
S 2.033 0.751 0.122
C 0.712 -4.055 -1.462
C 1.568 -5.278 -1.652
C 2.858 -5.141 -2.159
C 3.660 -6.254 -2.341
C 3.177 -7.519 -2.025
C 1.892 -7.663 -1.529
C 1.091 -6.542 -1.340
H 1.920 -4.714 0.661
H 0.777 -3.613 1.440
H 3.740 -3.122 0.833
H 2.967 -3.248 2.419
H 3.471 0.209 2.224
H 3.862 -1.328 2.990
H 1.373 1.403 2.824
H -0.486 1.680 4.406
H -0.984 -0.091 6.064
H 0.405 -2.137 6.132
H 2.278 -2.407 4.560
H 0.579 -3.530 -2.405
H -0.284 -4.318 -1.091
H 3.233 -4.157 -2.420
H 4.659 -6.138 -2.740
H 3.803 -8.388 -2.173
H 1.511 -8.646 -1.287
H 0.086 -6.654 -0.950
O 1.202 3.369 -0.935
C 0.443 3.572 0.041
O -0.236 2.586 0.485
C 0.223 4.917 0.609
C -0.891 5.146 1.399
C -1.129 6.436 1.826
C -0.310 7.502 1.506
C 0.786 7.219 0.714
C 1.071 5.955 0.235
N 1.691 8.338 0.356
O 2.759 8.046 -0.130
O 1.361 9.448 0.720
N -2.329 6.690 2.659
O -2.479 7.808 3.096
O -3.067 5.747 2.873
H -1.561 4.340 1.656
H -0.517 8.505 1.845
H 1.898 5.782 -0.439
C -1.335 -0.256 -5.492
Sb -1.941 0.118 -3.508
C -3.818 1.014 -3.859
C -2.612 -1.883 -3.072
H -2.071 -0.904 -5.969
H -0.356 -0.734 -5.504
H -1.271 0.709 -5.990
H -4.370 0.398 -4.568
H -3.615 1.997 -4.283
H -4.387 1.112 -2.936
H -3.563 -2.072 -3.568
H -2.730 -2.034 -1.999
H -1.868 -2.584 -3.448
C -1.840 -2.928 1.750
C -1.264 -1.571 2.145
C -1.849 -0.462 1.334
N -1.435 -0.125 0.166
N -2.135 0.894 -0.411
C -3.101 1.338 0.347
N -3.913 2.347 -0.012
S -3.233 0.465 1.834
H -1.430 -3.721 2.376
H -1.614 -3.148 0.705
H -2.925 -2.949 1.862
H -0.185 -1.541 1.987
H -1.421 -1.371 3.204
H -3.626 2.876 -0.832
H -4.474 2.812 0.679

2.
82
Properties=species:S:1:pos:R:3 method="wB97M-V/def2-TZVPD" relative_energy_kj_mol=87.17 energy_ha=-11038.5565 s2=0.7545 multiplicity=2 orbital_gap_ev="6.4470 / 6.8527" total_charge=0
Ti 1.206 0.907 0.553
C -6.642 1.799 0.326
C -6.123 0.365 0.397
C -6.652 -0.402 -0.822
C -6.665 -0.287 1.675
C -4.595 0.317 0.408
C -3.802 1.447 0.353
C -2.421 1.312 0.357
Br -1.388 2.885 0.345
C -1.777 0.080 0.407
O -0.437 0.017 0.376
C -2.570 -1.082 0.506
C -3.950 -0.918 0.489
C -1.944 -2.469 0.656
C -1.101 -2.508 1.936
C -1.088 -2.777 -0.577
C -2.993 -3.578 0.777
H -7.733 1.792 0.312
H -6.305 2.309 -0.578
H -6.327 2.391 1.186
H -7.742 -0.355 -0.851
H -6.365 -1.453 -0.790
H -6.267 0.021 -1.750
H -7.755 -0.235 1.695
H -6.283 0.216 2.565
H -6.382 -1.337 1.741
H -4.232 2.435 0.314
H -4.562 -1.802 0.556
H -0.293 -1.778 1.940
H -0.669 -3.502 2.067
H -1.731 -2.306 2.804
H -0.227 -2.109 -0.629
H -1.670 -2.662 -1.495
H -0.723 -3.807 -0.543
H -3.635 -3.440 1.648
H -2.474 -4.530 0.899
H -3.629 -3.662 -0.105
O 2.924 1.363 3.948
S 2.317 0.652 2.860
O 2.205 -0.786 3.018
O 0.926 1.251 2.506
O 3.011 0.972 1.520
Br 1.851 1.915 -6.116
C 1.593 1.657 -4.279
C 0.849 0.585 -3.814
C 0.736 0.409 -2.447
N 1.295 1.243 -1.563
C 1.916 2.331 -2.027
C 2.132 2.559 -3.374
C 2.281 3.330 -0.959
C 2.894 4.541 -1.236
C 3.106 5.414 -0.185
Br 3.941 7.065 -0.495
C 2.703 5.065 1.096
C 2.100 3.836 1.278
N 1.881 2.991 0.265
H 0.381 -0.118 -4.485
H 0.193 -0.422 -2.016
H 2.676 3.423 -3.723
H 3.204 4.804 -2.236
H 2.862 5.716 1.941
H 1.780 3.484 2.253
C 2.239 -3.143 0.779
P 2.524 -1.585 -0.110
C 2.565 -2.195 -1.842
C 4.305 -1.287 0.143
C 5.019 -0.574 -0.818
C 6.362 -0.287 -0.635
C 7.006 -0.698 0.524
C 6.299 -1.396 1.491
C 4.954 -1.687 1.304
H 2.151 -2.967 1.848
H 3.068 -3.824 0.576
H 1.313 -3.593 0.423
H 3.402 -2.881 -1.975
H 2.671 -1.384 -2.559
H 1.640 -2.727 -2.072
H 4.531 -0.233 -1.725
H 6.903 0.262 -1.394
H 8.052 -0.472 0.676
H 6.785 -1.708 2.405
H 4.405 -2.193 2.084

3.
131
Properties=species:S:1:pos:R:3 method="wB97M-V/def2-TZVPD" energy_ha=-27709.1971 s2=0.7539 multiplicity=2 orbital_gap_ev="8.8037 / 9.4910" total_charge=0
C 4.962 -1.115 1.102
C 4.973 0.347 1.572
C 4.364 1.289 0.556
C 4.633 2.778 0.843
C 3.416 3.532 1.362
C 2.773 2.910 2.602
C 1.363 3.475 2.853
C 0.217 2.518 2.459
C 0.521 1.774 1.177
C -0.595 0.951 0.495
P -2.041 2.043 0.268
O -1.621 3.362 -0.154
O -2.864 2.057 1.640
O -3.077 1.446 -0.763
C -0.945 -0.251 1.417
C -0.354 -1.578 0.969
C 1.154 -1.633 1.129
C -0.958 -2.666 1.864
N -0.815 -1.859 -0.427
O -0.494 -3.064 -0.773
C -0.353 -0.865 -1.460
C -1.469 -0.761 -2.503
C 0.880 -1.348 -2.210
C -0.041 0.539 -0.879
H 5.967 -1.398 0.821
H 4.669 -1.763 1.919
H 4.319 -1.263 0.245
H 5.996 0.671 1.728
H 4.488 0.416 2.539
H 4.741 1.026 -0.425
H 3.286 1.172 0.534
H 5.023 3.249 -0.053
H 5.410 2.872 1.595
H 3.749 4.518 1.668
H 2.677 3.700 0.584
H 2.797 1.830 2.583
H 3.402 3.206 3.435
H 1.261 4.415 2.322
H 1.260 3.715 3.903
H -0.683 3.112 2.370
H 0.145 1.804 3.274
H 0.875 2.472 0.426
H 1.300 1.043 1.326
H -2.284 1.759 2.359
H -3.507 0.651 -0.398
H -2.020 -0.382 1.495
H -0.589 -0.090 2.428
H 1.383 -1.258 2.119
H 1.661 -0.963 0.448
H 1.524 -2.643 1.039
H -1.190 -2.277 2.849
H -0.299 -3.518 1.941
H -1.881 -3.013 1.427
H -1.329 0.109 -3.129
H -1.433 -1.640 -3.132
H -2.444 -0.767 -2.040
H 1.654 -1.723 -1.554
H 1.287 -0.525 -2.782
H 0.612 -2.104 -2.930
H -0.368 1.267 -1.610
H 1.036 0.627 -0.841
C 3.052 -2.557 4.994
Cl 3.092 -3.600 3.571
Cl 2.625 -0.909 4.511
Cl 1.849 -3.161 6.133
Cl 4.641 -2.543 5.757
C -5.505 -3.247 2.443
Cl -6.457 -2.800 3.854
Cl -6.519 -4.118 1.293
Cl -4.853 -1.803 1.663
Cl -4.148 -4.263 2.939
C 2.591 7.302 3.705
Cl 3.197 5.757 4.314
Cl 3.514 8.624 4.418
Cl 2.753 7.354 1.949
Cl 0.889 7.468 4.140
C 2.992 2.007 -4.037
Cl 4.268 0.791 -3.919
Cl 3.568 3.377 -4.980
Cl 1.574 1.286 -4.823
Cl 2.545 2.547 -2.421
C -7.298 -0.600 -2.661
Cl -7.877 1.061 -2.562
Cl -8.665 -1.716 -2.565
Cl -6.468 -0.817 -4.197
Cl -6.198 -0.959 -1.309
C 7.105 -3.342 -1.869
Cl 6.572 -4.118 -0.377
Cl 8.846 -3.063 -1.799
Cl 6.728 -4.386 -3.240
Cl 6.273 -1.796 -2.065
C -4.047 -7.893 0.960
Cl -4.980 -7.448 2.389
Cl -5.081 -8.790 -0.158
Cl -3.438 -6.443 0.161
Cl -2.683 -8.912 1.433
C -7.970 -3.390 -7.485
Cl -8.710 -2.687 -6.047
Cl -9.217 -4.116 -8.503
Cl -7.135 -2.124 -8.390
Cl -6.809 -4.627 -7.000
C -7.617 1.338 2.051
Cl -7.910 0.641 3.651
Cl -5.878 1.637 1.900
Cl -8.220 0.233 0.820
Cl -8.492 2.867 1.917
C -2.218 -7.526 5.961
Cl -2.756 -6.404 4.707
Cl -1.096 -8.694 5.267
Cl -1.414 -6.626 7.252
Cl -3.619 -8.373 6.618
C -0.238 -12.621 3.629
Cl 1.176 -13.053 2.667
Cl 0.274 -12.148 5.251
Cl -1.081 -11.269 2.867
Cl -1.327 -14.005 3.735
C 1.736 4.017 -8.975
Cl 1.473 3.005 -7.553
Cl 3.454 4.411 -9.086
Cl 1.232 3.147 -10.426
Cl 0.792 5.501 -8.821
C 1.732 12.200 4.929
Cl 1.406 11.271 6.395
Cl 3.471 12.479 4.787
Cl 1.169 11.294 3.526
Cl 0.892 13.749 5.012
C 2.284 7.828 -11.786
Cl 0.538 7.957 -12.014
Cl 3.097 9.077 -12.733
Cl 2.666 8.043 -10.077
Cl 2.827 6.238 -12.324